C42H88CuKN2O27 | the ωB97M-V functional and the def2-TZVPD basis

Last column: Mulliken charge in e.
CARTESIAN COORDINATES (ANGSTROEM)
K (2.821, -4.355, 2.658)  1.06
Cu (-1.988, 2.534, -0.566)  1.23
C (-0.160, -0.544, 2.071)  -0.85
C (-0.437, 0.365, 1.139)  1.22
C (0.217, 0.285, -0.236)  -0.18
O (-0.054, 1.141, -1.166)  -0.90
C (1.098, -0.726, -0.519)  -0.15
C (1.390, -1.771, 0.417)  0.57
C (0.684, -1.673, 1.806)  0.81
O (0.791, -2.573, 2.654)  -1.26
O (2.194, -2.715, 0.204)  -1.79
O (-1.377, 1.257, 1.405)  -0.95
H (-0.736, -0.586, 2.984)  0.37
H (1.554, -0.772, -1.497)  1.17
C (1.500, 1.279, -4.912)  -0.42
C (1.051, 0.070, -5.705)  -0.56
O (0.282, -0.873, -4.919)  -0.07
C (-0.987, -1.172, -5.230)  0.66
O (-1.612, -0.593, -6.143)  -0.63
O (-1.469, -2.261, -4.480)  -0.41
C (-0.759, -2.980, -3.449)  -0.23
H (1.788, 1.116, -3.874)  -0.12
H (0.685, 2.003, -4.872)  0.06
H (2.295, 1.704, -5.525)  0.52
H (1.948, -0.486, -5.978)  0.33
H (0.585, 0.424, -6.625)  0.34
H (-1.381, -3.717, -2.940)  0.49
H (-0.395, -2.325, -2.657)  -0.35
H (0.125, -3.533, -3.768)  0.39
C (4.928, 1.806, -3.015)  -1.48
C (4.666, 0.526, -2.193)  0.67
O (5.868, 0.117, -1.536)  0.40
C (6.858, -0.472, -2.216)  0.60
O (6.775, -0.806, -3.429)  -0.61
O (8.055, -0.541, -1.551)  -0.37
C (8.207, -0.112, -0.194)  -0.37
H (3.990, 2.360, -3.048)  0.29
H (5.139, 1.460, -4.027)  0.42
H (5.716, 2.472, -2.662)  0.38
H (4.257, -0.278, -2.806)  0.01
H (4.035, 0.749, -1.333)  -0.47
H (9.223, -0.365, 0.110)  0.27
H (7.550, -0.574, 0.542)  0.08
H (8.083, 0.969, -0.132)  0.23
C (-1.617, -3.798, 0.044)  0.87
C (-2.871, -4.674, -0.067)  -0.66
O (-2.597, -5.906, -0.721)  -0.24
C (-3.573, -6.850, -0.791)  0.63
O (-4.669, -6.749, -0.221)  -0.57
O (-3.131, -7.885, -1.529)  -0.34
C (-4.001, -9.023, -1.792)  -0.61
H (-1.292, -3.528, -0.961)  -0.75
H (-0.895, -4.355, 0.640)  0.41
H (-1.760, -2.838, 0.540)  -0.35
H (-3.721, -4.217, -0.573)  0.43
H (-3.295, -4.825, 0.925)  0.41
H (-3.575, -9.782, -2.448)  0.24
H (-4.913, -8.673, -2.276)  0.29
H (-4.290, -9.486, -0.848)  0.29
C (5.008, 1.789, 1.285)  -0.30
C (4.308, 3.134, 1.616)  -0.96
O (3.025, 3.132, 2.135)  -0.13
C (2.768, 2.347, 3.223)  0.74
O (3.592, 1.844, 4.049)  -0.68
O (1.452, 2.305, 3.312)  -0.11
C (0.878, 1.468, 4.269)  -0.75
H (4.270, 1.129, 0.829)  -0.26
H (5.425, 1.246, 2.133)  0.45
H (5.869, 1.970, 0.642)  0.36
H (4.343, 3.641, 0.651)  0.41
H (4.847, 3.804, 2.286)  0.32
H (-0.149, 1.192, 4.027)  0.16
H (0.974, 1.879, 5.274)  0.62
H (1.389, 0.508, 4.346)  0.10
C (-4.387, -1.404, 4.228)  -1.46
C (-3.765, -2.232, 3.094)  0.53
O (-4.519, -2.400, 1.911)  0.14
C (-5.497, -3.283, 1.738)  0.49
O (-6.113, -3.234, 0.690)  -0.61
O (-5.490, -4.291, 2.655)  -0.32
C (-6.405, -5.367, 2.531)  -0.66
H (-5.160, -1.938, 4.780)  0.35
H (-4.818, -0.478, 3.848)  0.31
H (-3.625, -1.072, 4.934)  0.36
H (-3.319, -3.150, 3.477)  0.37
H (-2.921, -1.617, 2.782)  -0.31
H (-6.291, -6.074, 3.352)  0.25
H (-6.277, -5.878, 1.577)  0.26
H (-7.429, -4.995, 2.559)  0.32
C (-2.542, 1.869, -3.865)  -0.91
O (-1.967, 2.635, -2.816)  0.42
C (-1.516, 3.964, -3.161)  -1.15
C (-0.254, 4.203, -2.334)  -0.36
N (-0.613, 4.237, -0.889)  0.92
C (0.592, 4.347, -0.098)  -0.21
C (1.111, 5.823, 0.089)  -1.13
O (0.420, 6.414, 1.168)  -0.14
C (0.635, 7.780, 1.100)  -0.94
H (-2.784, 0.874, -3.491)  -0.18
H (-1.955, 1.714, -4.771)  0.42
H (-3.460, 2.362, -4.184)  0.33
H (-2.240, 4.773, -3.260)  0.20
H (-1.184, 3.930, -4.199)  0.71
H (0.196, 5.149, -2.634)  0.60
H (0.439, 3.388, -2.542)  -0.05
H (-1.060, 5.126, -0.716)  0.20
H (1.374, 3.652, -0.401)  0.28
H (0.232, 4.011, 0.874)  -0.65
H (1.045, 6.433, -0.812)  0.39
H (2.181, 5.794, 0.295)  0.52
H (0.125, 8.126, 1.999)  0.26
H (0.305, 8.310, 0.207)  0.36
H (1.674, 8.024, 1.320)  0.35
C (-1.762, 4.335, 2.518)  -0.78
O (-2.351, 4.173, 1.216)  0.44
C (-3.650, 4.829, 1.275)  -0.65
C (-4.265, 4.823, -0.084)  -1.29
N (-4.152, 3.556, -0.830)  -0.21
C (-4.995, 2.534, -0.082)  -0.82
C (-4.831, 1.180, -0.771)  -0.84
O (-3.423, 0.857, -0.863)  0.77
C (-3.220, -0.535, -1.403)  -1.23
H (-0.776, 3.871, 2.550)  -0.09
H (-2.376, 3.879, 3.294)  0.39
H (-1.636, 5.350, 2.896)  0.34
H (-3.564, 5.893, 1.496)  0.41
H (-4.315, 4.371, 2.007)  0.40
H (-3.794, 5.628, -0.649)  0.39
H (-5.316, 5.112, -0.087)  0.56
H (-4.664, 3.833, -1.655)  0.26
H (-6.036, 2.852, -0.038)  0.51
H (-4.573, 2.417, 0.917)  0.26
H (-5.262, 1.230, -1.771)  0.36
H (-5.369, 0.426, -0.196)  0.33
H (-2.142, -0.700, -1.395)  0.11
H (-3.589, -0.766, -2.402)  0.56
H (-3.728, -1.324, -0.848)  0.25
C (5.487, -2.674, 0.641)  -0.23
O (4.916, -2.899, -0.643)  -0.52
H (6.500, -2.359, 0.391)  0.25
H (4.967, -1.816, 1.068)  -0.07
H (5.634, -3.485, 1.355)  0.30
H (3.979, -2.737, -0.515)  0.26
C (3.652, -1.639, 3.922)  -0.86
O (4.771, -2.486, 4.007)  -0.58
H (3.559, -1.322, 2.883)  0.31
H (2.686, -1.932, 4.334)  0.44
H (3.969, -0.690, 4.353)  0.42
H (5.552, -2.032, 3.679)  0.33
C (-0.262, -1.956, 5.747)  -0.45
O (-0.736, -2.917, 4.807)  -0.60
H (-0.972, -2.005, 6.572)  0.36
H (0.760, -2.096, 6.100)  0.26
H (-0.271, -0.967, 5.289)  -0.03
H (-0.348, -2.668, 3.964)  0.45
C (2.890, -3.115, -3.105)  0.34
O (2.202, -4.002, -2.242)  -0.65
H (2.200, -2.751, -3.866)  -0.04
H (3.405, -2.274, -2.640)  -0.52
H (3.745, -3.568, -3.606)  0.43
H (1.971, -3.589, -1.406)  0.32

Summary:
Net charge: +1
Expectation value of S²: 0.7518
Frontier orbital gap (alpha / beta) (eV): 7.42 / 5.76
2S+1: 2
LUMO energy (alpha / beta) (eV): -2.7642 / -4.4135



C42H92N4O6 | the ωB97M-V functional and the def2-TZVPD basis

Last column: Mulliken charge in e.
CARTESIAN COORDINATES (ANGSTROEM)
C (0.664, -4.777, 1.162)  -1.86
C (1.538, -5.221, -0.059)  2.57
C (2.320, -6.444, 0.301)  -1.24
C (1.481, -7.668, 0.463)  -0.64
C (0.717, -7.924, -0.785)  -1.41
C (-0.138, -6.739, -1.164)  2.12
N (0.724, -5.608, -1.258)  -0.20
O (-0.021, -4.461, -1.636)  -0.26
C (-0.703, -7.009, -2.616)  -2.14
C (-1.370, -6.510, -0.324)  -2.17
C (2.525, -4.157, -0.457)  -2.28
H (0.316, -5.548, 1.805)  0.39
H (-0.255, -4.313, 0.771)  0.05
H (1.093, -4.030, 1.797)  0.60
H (3.128, -6.656, -0.369)  0.47
H (2.790, -6.270, 1.282)  0.40
H (0.751, -7.567, 1.267)  0.33
H (2.232, -8.481, 0.715)  0.33
H (-0.001, -8.748, -0.613)  0.35
H (1.244, -8.209, -1.691)  0.47
H (-1.180, -7.978, -2.602)  0.51
H (-1.499, -6.310, -2.944)  0.31
H (0.049, -7.200, -3.354)  0.51
H (-1.898, -5.607, -0.501)  0.38
H (-2.094, -7.273, -0.440)  0.64
H (-1.158, -6.663, 0.731)  0.35
H (3.423, -4.243, 0.142)  0.44
H (2.112, -3.145, -0.458)  0.08
H (2.884, -4.379, -1.468)  0.48
H (0.292, -4.299, -2.557)  0.30
C (-4.087, -3.427, 5.236)  -1.93
C (-3.273, -2.789, 4.116)  1.69
C (-2.572, -3.825, 3.226)  -0.95
C (-3.405, -4.675, 2.300)  -0.22
C (-4.106, -3.665, 1.359)  -0.67
C (-4.875, -2.533, 2.153)  1.89
N (-4.085, -1.924, 3.201)  0.59
O (-4.872, -1.030, 3.966)  -0.57
C (-5.201, -1.492, 1.129)  -1.85
C (-6.251, -3.215, 2.590)  -2.04
C (-2.175, -1.958, 4.859)  -2.03
H (-3.363, -3.853, 5.980)  0.41
H (-4.809, -4.107, 4.885)  0.39
H (-4.649, -2.715, 5.803)  0.42
H (-1.839, -3.261, 2.624)  -0.19
H (-2.079, -4.483, 3.937)  0.66
H (-4.149, -5.232, 2.985)  0.35
H (-2.814, -5.463, 1.849)  -0.11
H (-4.944, -4.191, 0.909)  0.75
H (-3.385, -3.340, 0.701)  -0.75
H (-5.994, -0.768, 1.403)  0.34
H (-4.276, -0.907, 0.864)  0.27
H (-5.387, -1.920, 0.174)  0.48
H (-6.670, -2.754, 3.431)  0.46
H (-6.895, -3.109, 1.696)  0.46
H (-6.177, -4.268, 2.770)  0.37
H (-1.711, -2.534, 5.608)  0.41
H (-2.542, -1.073, 5.294)  0.52
H (-1.494, -1.643, 4.091)  0.35
H (-4.407, -0.170, 3.924)  0.34
C (3.207, 6.884, 2.117)  -2.00
C (3.138, 5.486, 1.508)  2.22
C (3.453, 4.427, 2.590)  -1.48
C (2.372, 4.232, 3.670)  -0.96
C (1.022, 4.066, 3.001)  -0.78
C (0.735, 5.131, 2.019)  1.18
N (1.831, 5.214, 0.994)  1.11
O (1.447, 6.161, -0.012)  -0.71
C (-0.512, 4.667, 1.194)  -1.50
C (0.363, 6.451, 2.819)  -1.50
C (4.196, 5.264, 0.446)  -2.17
H (4.245, 7.349, 2.055)  0.40
H (3.003, 6.937, 3.197)  0.33
H (2.629, 7.642, 1.710)  0.41
H (3.882, 3.517, 2.225)  0.57
H (4.288, 4.866, 3.222)  0.34
H (2.285, 5.114, 4.279)  0.36
H (2.497, 3.362, 4.285)  0.48
H (0.252, 4.076, 3.747)  0.54
H (1.012, 3.018, 2.475)  -0.20
H (-0.197, 3.778, 0.618)  -0.06
H (-1.291, 4.281, 1.914)  0.52
H (-0.933, 5.412, 0.526)  0.39
H (-0.781, 6.422, 2.943)  0.45
H (0.791, 6.391, 3.864)  0.26
H (0.726, 7.238, 2.156)  0.25
H (3.793, 4.624, -0.315)  0.15
H (5.119, 4.794, 0.753)  0.44
H (4.432, 6.186, -0.040)  0.49
H (1.386, 5.622, -0.780)  0.05
C (-0.960, 5.075, -3.425)  -1.62
C (-0.325, 3.741, -3.767)  1.80
C (-0.420, 3.460, -5.258)  -1.09
C (0.548, 4.327, -6.009)  -0.61
C (1.980, 4.091, -5.499)  -1.39
C (2.141, 4.500, -3.994)  1.68
N (1.112, 3.706, -3.325)  -0.34
O (1.147, 3.863, -1.930)  2.47
C (3.482, 4.062, -3.554)  -2.00
C (1.976, 5.983, -3.801)  -1.47
C (-1.114, 2.685, -2.934)  -2.07
H (-0.587, 5.272, -2.406)  0.17
H (-2.017, 5.063, -3.356)  0.53
H (-0.706, 5.905, -4.105)  0.28
H (-0.170, 2.402, -5.412)  0.31
H (-1.412, 3.574, -5.715)  0.31
H (0.244, 5.415, -5.962)  0.24
H (0.554, 4.084, -7.048)  0.49
H (2.784, 4.618, -6.012)  0.50
H (2.143, 3.030, -5.506)  0.40
H (3.871, 4.463, -2.596)  0.10
H (3.626, 2.992, -3.608)  0.30
H (4.186, 4.417, -4.275)  0.58
H (2.729, 6.640, -4.351)  0.30
H (1.023, 6.304, -4.175)  0.34
H (2.136, 6.098, -2.784)  0.29
H (-1.245, 2.987, -1.883)  0.24
H (-0.594, 1.713, -3.012)  0.21
H (-2.147, 2.576, -3.249)  0.57
H (1.269, 2.977, -1.601)  -0.63
C (-1.158, -0.655, 0.173)  -0.41
C (-0.848, -1.515, -1.101)  2.99
C (-2.156, -2.064, -1.810)  -1.08
O (0.004, -0.916, -2.049)  -0.70
H (-1.598, -1.252, 1.016)  -0.31
H (-1.846, 0.143, -0.075)  0.49
H (-0.279, -0.130, 0.700)  -0.12
H (-0.419, -2.448, -0.814)  -1.83
H (-2.965, -1.334, -2.164)  0.33
H (-2.645, -2.791, -1.081)  0.04
H (-1.801, -2.489, -2.740)  0.50
H (-0.468, -0.628, -2.822)  0.22
C (2.940, 0.121, 1.028)  -1.13
C (2.978, 0.554, -0.390)  0.88
C (3.420, -0.533, -1.387)  -1.13
O (1.740, 1.232, -0.801)  -0.27
H (2.633, 0.983, 1.687)  -0.07
H (3.875, -0.255, 1.433)  0.51
H (2.102, -0.511, 1.155)  0.10
H (3.783, 1.307, -0.584)  0.21
H (4.376, -0.956, -1.097)  0.46
H (3.495, -0.006, -2.360)  0.29
H (2.594, -1.287, -1.538)  -0.05
H (1.126, 0.562, -1.208)  -0.12

Summary:
Frontier orbital gap (eV): 8.63
ΔE to the lowest compared entry with this formula, charge and spin (kcal/mol): 33.7
2S+1: 1
LUMO energy (eV): 0.4601
SMILES: CC1(C)CCCC(C)(C)N1O.CC1(C)CCCC(C)(C)N1O.CC1(C)CCCC(C)(C)N1O.CC1(C)CCCC(C)(C)N1O.CC(C)O.CC(C)O



Q: Which value of 2S+1 does entry 2 give?
A: 1



Q: Number 1 is which compound?
A: C42H88CuKN2O27



Q: Which value of 2S+1 does entry 1 give?
A: 2



Q: Which value of 2S+1 does entry 1 give?
A: 2